#P
14
Properties=species:S:1:pos:R:3 method="wB97M-V/def2-TZVPD" homo_ev=-4.42 charge=-1 gap_ev=8.34
O 1.66 2.16 1.44
O 1.18 -3.04 -1.74
O -1.13 1.59 -1.35
O -1.97 -0.30 1.56
O 0.30 -0.28 0.13
H 1.27 1.35 1.04
H -1.18 -0.57 0.97
H -2.67 -0.18 0.91
H 1.23 -2.82 -0.80
H 0.38 -3.56 -1.83
H 1.08 2.83 1.07
H -0.80 0.80 -0.89
H 0.86 -0.71 0.77
H -0.35 2.09 -1.58

#Q
14
Properties=species:S:1:pos:R:3 method="wB97M-V/def2-TZVPD" homo_ev=-5.20 charge=-1 gap_ev=9.33
O 3.25 -2.24 0.40
O -2.96 -0.47 -0.54
O 1.11 1.74 -2.12
O -0.41 -0.52 1.86
O -0.57 0.95 -0.18
H 2.56 -2.35 1.07
H -2.30 0.24 -0.40
H 0.48 1.28 -1.48
H 2.69 -1.85 -0.30
H -2.53 -1.18 -0.04
H -1.00 1.81 -0.17
H -0.49 0.18 1.06
H 1.25 2.57 -1.63
H -1.06 -0.18 2.48

Verdict on stability: #P comes out at the bottom.

#P
20
Properties=species:S:1:pos:R:3 method="wB97M-V/def2-TZVPD" homo_ev="1.22 / -6.00" multiplicity=2 s2=0.750 charge=-1 gap_ev="2.41 / 9.57"
O -0.94 1.54 4.11
N -1.42 1.19 -2.13
C 1.41 -1.90 0.91
C 0.45 -1.75 0.01
C 0.73 -1.14 -1.34
C -0.52 1.09 -0.99
C 0.82 0.39 -1.33
H 2.45 -1.75 0.62
H -1.67 1.49 4.75
H 1.30 -2.33 1.89
H 1.10 0.71 -2.34
H -0.02 -1.44 -2.08
H 1.61 0.73 -0.66
H 1.71 -1.50 -1.66
H -0.30 2.07 -0.56
H -2.04 0.40 -2.20
H -1.03 0.48 -0.25
H -0.52 -2.22 0.09
H -0.96 1.42 -3.00
H -1.34 1.19 3.29

#Q
20
Properties=species:S:1:pos:R:3 method="wB97M-V/def2-TZVPD" homo_ev="1.11 / -5.73" multiplicity=2 s2=0.750 charge=-1 gap_ev="2.70 / 9.43"
O 1.13 -0.65 -2.53
N 0.52 -0.75 1.26
C -1.31 -0.36 -0.29
C 1.56 1.27 0.17
C -0.91 0.98 0.23
C -0.81 -1.37 0.71
C 0.39 0.77 1.02
H 2.51 0.81 0.73
H -2.34 -0.43 -0.58
H 0.37 -1.03 2.27
H -0.62 -2.49 0.46
H 0.22 1.33 2.00
H 1.52 0.66 -0.71
H -0.90 -0.66 -1.38
H 0.93 -1.32 -1.89
H 1.38 2.32 -0.21
H -0.98 1.70 -0.59
H -1.68 1.42 0.93
H -1.48 -1.40 1.60
H 0.50 -0.82 -3.22

Verdict on stability: #Q comes out at the bottom.

#P
19
Properties=species:S:1:pos:R:3 method="wB97M-V/def2-TZVPD" homo_ev=-8.76 smiles="[H]/N=N/C[Si](C)(C)C" gap_ev=9.74
Si -0.28 -0.07 0.02
N 2.54 -0.24 0.40
N 2.21 0.89 0.56
C -1.17 1.20 1.22
C 0.25 0.69 -1.61
C 1.13 -1.20 0.58
C -1.72 -1.25 -0.40
H -1.84 -2.05 0.25
H 0.82 -0.03 -2.16
H 1.19 -1.60 1.60
H 2.96 1.60 0.62
H -0.47 1.13 -2.29
H -2.73 -0.92 -0.55
H 0.92 1.42 -1.32
H -2.00 1.67 0.71
H 1.45 -1.93 -0.20
H -1.57 0.50 1.89
H -0.57 1.90 1.80
H -1.12 -1.69 -1.13

#Q
19
Properties=species:S:1:pos:R:3 method="wB97M-V/def2-TZVPD" homo_ev=-7.65 gap_ev=8.67
Si -0.12 0.10 0.09
N 2.84 0.78 -0.17
N 2.96 -0.34 0.15
C 0.15 -0.40 -1.76
C 1.06 1.55 0.33
C -1.85 0.92 0.42
C -0.19 -1.51 1.13
H 3.75 -0.87 -0.14
H 1.39 1.83 1.25
H -0.52 -1.43 2.13
H -0.24 0.49 -2.26
H 0.74 -2.04 1.09
H -2.20 0.78 -0.59
H 1.16 -0.52 -1.96
H -1.85 2.01 0.66
H -0.91 -2.19 0.65
H -2.30 0.19 1.03
H 1.23 2.23 -0.43
H -0.42 -1.21 -2.05

Verdict on stability: #Q comes out at the bottom.

#P
10
Properties=species:S:1:pos:R:3 method="wB97M-V/def2-TZVPD" homo_ev=-9.44 smiles="C=PC.F" gap_ev=9.35
P -0.01 -0.38 -0.18
F -3.36 -2.00 -0.51
C 1.35 0.67 -0.84
C -0.03 0.23 1.39
H -2.57 -1.68 -0.83
H 0.88 1.65 -0.97
H 2.08 0.66 -0.02
H -0.79 -0.05 2.10
H 1.52 0.27 -1.85
H 0.93 0.64 1.71

#Q
10
Properties=species:S:1:pos:R:3 method="wB97M-V/def2-TZVPD" homo_ev=-8.43 gap_ev=8.83
P 0.97 0.06 0.90
F 2.03 0.68 -0.15
C -1.08 1.39 0.25
C 0.55 -1.40 -0.22
H -1.38 0.54 -0.38
H -0.20 -2.06 0.27
H -1.45 1.44 1.20
H 1.34 -2.04 -0.55
H 0.04 -1.02 -1.00
H -0.82 2.40 -0.32

Verdict on stability: #Q comes out at the bottom.

#P
60
Properties=species:S:1:pos:R:3 method="wB97M-V/def2-TZVPD" homo_ev=-8.06 smiles="CCOc1ccc(NC(=O)C[C@@H]2C(=O)N(CC)C(=S)N2CCN2CCOCC2)cc1" gap_ev=8.59
S -1.15 2.35 1.24
O 0.67 -1.63 1.39
O -0.46 -0.36 -2.83
O 6.62 0.61 -0.29
O -6.63 -0.33 -1.06
N -1.82 -0.09 0.38
N -4.84 0.17 1.06
N -0.68 1.12 -1.09
N 1.51 -1.51 -0.73
C 4.85 -0.25 -1.54
C -4.76 0.93 -0.17
C -6.16 0.97 -0.80
C -1.22 1.10 0.19
C 0.02 2.26 -1.65
C 1.46 2.33 -1.16
C -0.86 -0.06 -1.73
C -6.69 -1.08 0.13
C 7.28 0.89 0.93
C 0.55 -1.76 0.19
C 2.80 -0.98 -0.53
C 3.59 -0.77 -1.66
C 7.81 -0.37 1.62
C -5.31 -1.18 0.79
C -0.77 -2.21 -0.43
C 3.30 -0.65 0.72
C -1.62 -0.96 -0.75
C 4.57 -0.12 0.84
C -2.43 -0.49 1.62
C -3.73 0.28 1.96
C 5.37 0.08 -0.28
H -1.30 -2.84 0.28
H -4.07 0.49 -0.91
H 2.03 1.46 -1.48
H 1.27 -1.64 -1.70
H -0.01 2.15 -2.73
H 8.35 -0.09 2.52
H 3.20 -1.02 -2.64
H -4.06 -0.09 2.94
H -2.64 -1.56 1.56
H 8.48 -0.89 0.95
H 5.47 -0.08 -2.41
H -7.05 -2.07 -0.15
H 8.11 1.54 0.65
H 2.70 -0.80 1.60
H -0.61 -2.76 -1.36
H 6.62 1.45 1.60
H -6.14 1.49 -1.76
H -0.52 3.16 -1.34
H -6.84 1.49 -0.11
H -3.49 1.34 2.06
H 4.93 0.13 1.83
H -2.57 -1.28 -1.19
H 6.99 -1.04 1.88
H 1.49 2.39 -0.07
H -1.71 -0.32 2.43
H 1.94 3.22 -1.56
H -5.39 -1.72 1.73
H -7.39 -0.62 0.84
H -4.63 -1.73 0.11
H -4.42 1.95 0.06

#Q
60
Properties=species:S:1:pos:R:3 method="wB97M-V/def2-TZVPD" homo_ev=-8.01 smiles="CCOc1ccc(NC(=O)C[C@@H]2C(=O)N(CC)C(=S)N2CCN2CCOCC2)cc1" gap_ev=8.65
S 1.13 -2.21 1.63
O 0.94 -3.40 -5.30
O -2.61 4.07 4.67
O -2.38 -0.13 -0.74
O 1.68 2.38 -0.12
N -0.48 0.64 -1.76
N -0.28 0.07 1.61
N -1.62 1.55 3.81
N 1.69 0.21 0.61
C -3.03 1.89 3.70
C 1.42 -1.22 -4.29
C -0.93 -1.53 -2.83
C 0.82 -0.63 1.29
C -0.53 -2.51 -3.71
C -0.16 -0.39 -2.66
C -1.39 0.11 3.80
C -1.25 3.73 4.81
C -1.38 -0.45 2.38
C 1.17 1.46 0.48
C 2.97 -0.21 0.08
C 1.01 -0.25 -3.40
C -1.07 2.22 4.97
C 2.12 -3.33 -6.08
C -0.19 1.43 1.16
C 0.65 -2.37 -4.46
C 2.19 -4.60 -6.90
C -3.18 3.40 3.56
C 4.04 -0.21 1.16
C -1.47 0.67 -0.84
C -1.30 1.82 0.16
H -3.59 1.55 4.59
H 3.22 0.49 -0.72
H 2.84 -1.21 -0.34
H -2.14 -0.43 4.40
H -3.46 1.40 2.82
H -1.12 -3.40 -3.85
H 2.09 -2.45 -6.73
H -0.23 2.12 2.02
H -0.90 4.26 5.70
H 3.78 -0.91 1.95
H 2.22 -5.47 -6.25
H -1.02 2.74 -0.33
H 4.16 0.79 1.58
H 0.00 1.99 5.04
H 1.32 -4.68 -7.55
H -1.83 -1.65 -2.26
H -0.41 -0.07 4.25
H -0.69 4.07 3.93
H -2.31 -0.23 1.85
H -2.68 3.73 2.64
H -4.23 3.69 3.54
H 4.99 -0.52 0.72
H -1.56 1.89 5.90
H -2.24 1.96 0.69
H 1.62 0.64 -3.28
H 3.09 -4.59 -7.52
H 0.17 1.41 -1.76
H 2.33 -1.08 -4.85
H 3.00 -3.25 -5.42
H -1.25 -1.54 2.42

Verdict on stability: #P comes out at the bottom.

#P
50
Properties=species:S:1:pos:R:3 method="wB97M-V/def2-TZVPD" homo_ev=-8.38 gap_ev=7.59
Sr -0.31 0.38 -0.06
O -1.34 3.84 -2.99
O -0.31 -3.02 2.00
O -0.07 -0.81 2.12
O -1.10 -2.02 -0.62
O 2.30 0.96 -0.08
O -2.92 4.21 -0.75
O -0.80 -4.23 -0.46
O 4.44 0.46 -0.09
N -1.42 2.47 -1.11
N 1.54 -1.61 -0.31
N -0.35 0.46 -2.71
N -1.33 2.13 1.65
C -0.70 1.79 -4.66
C -2.16 3.34 -0.36
C -1.83 2.88 3.86
C -0.29 -1.95 2.64
C -0.27 0.75 -5.47
C -1.21 2.78 -2.42
C -1.24 1.99 2.97
C 0.07 -0.54 -3.49
C -2.54 3.96 3.34
C -2.02 3.16 1.15
C 1.09 -2.84 -0.20
C 2.82 -1.36 -0.05
C 3.24 -3.67 0.36
C -2.64 4.09 1.97
C -0.73 1.61 -3.28
C 0.12 -0.44 -4.87
C -0.39 -2.97 -0.39
C 1.91 -3.92 0.11
C 3.71 -2.36 0.30
C -0.61 -1.97 4.13
C 3.15 0.11 -0.08
H -0.25 0.86 -6.54
H 0.46 -1.29 -5.46
H -1.01 2.74 -5.05
H -1.72 2.73 4.92
H 1.49 -4.91 0.20
H 5.01 -0.31 -0.19
H -1.62 -1.57 4.27
H 0.07 -1.32 4.68
H 3.91 -4.47 0.63
H 0.37 -1.45 -2.99
H -3.19 4.90 1.50
H -0.58 -2.98 4.52
H 4.74 -2.15 0.56
H -3.01 4.67 4.00
H -1.77 -4.21 -0.53
H -0.69 1.13 3.31

#Q
50
Properties=species:S:1:pos:R:3 method="wB97M-V/def2-TZVPD" homo_ev=-8.26 gap_ev=7.41
Sr 0.80 -0.23 -0.61
O -0.18 -1.24 -2.73
O -1.42 -0.82 2.09
O 2.80 3.35 0.42
O -1.95 -1.62 -3.99
O 3.97 1.24 1.78
O -1.79 1.48 2.32
O -0.12 -1.91 0.63
O 0.01 0.83 1.14
N -1.55 -0.07 -0.83
N 2.77 -1.58 0.00
N 0.63 1.87 -1.88
N 2.55 1.09 -0.06
C 4.07 -2.89 2.08
C -4.19 0.61 -1.00
C 0.15 3.73 -0.47
C -1.20 0.68 1.38
C -0.72 -1.82 1.69
C -1.01 4.00 -1.15
C -0.71 -2.97 2.68
C -1.37 -1.10 -2.91
C 3.38 -0.89 0.96
C -2.23 -0.38 -1.92
C -3.47 0.90 0.15
C 3.35 0.63 0.93
C -2.13 0.51 0.19
C 0.95 2.66 -0.86
C 2.23 2.41 -0.09
C 4.04 -1.51 2.02
C -0.46 2.17 -2.57
C 2.83 -2.91 0.04
C -1.32 3.21 -2.26
C -3.58 -0.07 -2.05
C 3.47 -3.61 1.05
H -5.22 0.91 -1.08
H 2.33 -3.43 -0.77
H -1.58 -2.91 3.32
H 4.49 -0.89 2.77
H -3.90 1.43 0.98
H -1.12 1.70 2.98
H 4.54 -3.40 2.91
H -2.90 -1.44 -4.04
H -2.19 3.41 -2.86
H 0.18 -2.88 3.29
H 3.49 -4.68 1.04
H -0.68 -3.92 2.14
H -0.66 1.54 -3.44
H -1.67 4.80 -0.85
H -4.16 -0.31 -2.93
H 0.46 4.32 0.37

Verdict on stability: #Q comes out at the bottom.

#P
8
Properties=species:S:1:pos:R:3 method="wB97M-V/def2-TZVPD" homo_ev="-7.82 / -8.16" gap_ev="6.89 / 7.88"
Cl -0.98 0.96 2.42
P 0.64 0.09 1.64
C -0.04 -0.84 -0.92
C 0.27 0.45 -0.34
H 1.03 1.04 -0.70
H 0.73 -1.60 -1.35
H -0.60 1.16 -0.17
H -1.04 -1.27 -0.58

#Q
8
Properties=species:S:1:pos:R:3 method="wB97M-V/def2-TZVPD" homo_ev=-9.90 gap_ev=8.50
Cl 2.52 0.03 0.13
P -0.76 -1.33 0.16
C 0.18 -0.04 -0.66
C -0.77 0.57 0.20
H -1.49 1.25 -0.33
H -0.45 0.85 1.13
H 0.63 0.31 -1.66
H 0.14 -1.63 1.04

Verdict on stability: #Q comes out at the bottom.

#P
58
Properties=species:S:1:pos:R:3 method="wB97M-V/def2-TZVPD" homo_ev=-8.19 smiles="CCCCN(CC)CCNC(=O)c1cn(-c2ccc(Cl)cc2)c(=O)c2ccccc12" gap_ev=8.48
Cl -7.54 -1.24 0.53
O 0.63 -2.09 -2.30
O -2.34 2.54 0.66
N 2.32 -1.29 -1.03
N 4.82 -1.16 0.15
N -1.93 0.48 -0.20
C 1.07 -1.25 -1.54
C 1.45 3.89 -0.42
C 5.57 1.08 -0.56
C -1.56 1.78 0.13
C -5.26 -0.98 -0.88
C -3.93 0.30 1.20
C -0.19 2.14 -0.25
C 4.67 -1.86 -1.11
C 3.24 -2.38 -1.29
C 3.45 -1.83 2.11
C 4.76 -2.02 1.32
C 3.23 -0.39 2.56
C 0.23 -0.12 -1.04
C 0.21 3.47 -0.03
C 1.94 1.70 -1.27
C -1.06 -0.41 -0.75
C 4.12 0.03 3.72
C -5.24 -0.10 1.36
C 2.31 3.01 -1.06
C 0.69 1.23 -0.85
C 5.93 -0.22 0.14
C -3.28 0.07 -0.01
C -3.95 -0.57 -1.05
C -5.90 -0.74 0.32
H 4.83 -3.08 1.02
H 3.28 3.35 -1.41
H -3.41 0.80 2.00
H 5.34 0.93 -1.61
H 3.49 -2.48 2.99
H 6.20 0.01 1.17
H 3.40 0.28 1.71
H -3.45 -0.74 -1.99
H 1.76 4.92 -0.25
H 2.61 -2.15 1.50
H 5.17 -0.03 3.45
H 6.40 1.78 -0.50
H 6.82 -0.66 -0.35
H 2.62 -0.65 -0.31
H -1.43 -1.41 -0.91
H 3.96 -0.62 4.58
H 2.19 -0.27 2.86
H 4.89 -1.17 -1.91
H 3.04 -3.21 -0.60
H 2.61 1.03 -1.80
H 5.37 -2.72 -1.19
H -0.50 4.14 0.44
H -5.75 0.08 2.29
H 4.70 1.54 -0.08
H -5.78 -1.48 -1.68
H 3.08 -2.73 -2.31
H 5.60 -1.82 1.99
H 3.91 1.05 4.02

#Q
58
Properties=species:S:1:pos:R:3 method="wB97M-V/def2-TZVPD" homo_ev=-8.28 smiles="CCCCN(CC)CCNC(=O)c1cn(-c2ccc(Cl)cc2)c(=O)c2ccccc12" gap_ev=8.52
Cl -7.07 -5.64 -3.77
O -2.43 -5.23 0.61
O -0.22 -0.20 -2.40
N -2.36 -3.53 -0.89
N -0.18 0.53 -0.26
N 2.08 3.48 -0.05
C 1.92 5.10 2.43
C -1.88 -4.22 0.23
C 3.17 3.51 -2.34
C 1.46 5.24 3.88
C 2.14 4.09 -1.37
C 1.01 -3.84 2.54
C -1.82 -2.35 -1.30
C 0.29 1.86 -0.57
C 1.03 -1.96 1.04
C -0.78 -1.74 -0.68
C -3.52 -5.37 -1.98
C -0.14 -2.41 0.42
C -3.49 -4.04 -1.58
C 1.71 2.08 -0.04
C 1.59 -2.66 2.08
C -0.13 -4.32 1.93
C -4.57 -3.21 -1.86
C -4.63 -5.87 -2.65
C -0.71 -3.63 0.86
C 2.87 3.93 2.24
C -5.67 -3.70 -2.53
C -0.35 -0.42 -1.21
C 3.26 3.75 0.77
C -5.69 -5.03 -2.93
H 2.50 -2.30 2.54
H -6.51 -3.05 -2.75
H -0.38 2.61 -0.12
H 2.41 1.45 -0.62
H 3.18 4.10 -3.25
H 3.79 4.09 2.82
H 0.25 1.95 -1.66
H 4.01 2.94 0.68
H -4.66 -6.90 -2.96
H -2.69 -6.02 -1.76
H 2.35 5.15 -1.22
H 0.78 6.08 3.99
H 1.06 4.95 1.78
H -0.59 -5.24 2.24
H -0.32 0.30 0.71
H 2.40 3.02 2.62
H 2.92 2.49 -2.61
H 1.45 -4.38 3.37
H 4.16 3.53 -1.91
H 2.31 5.39 4.54
H 1.14 4.02 -1.81
H 3.72 4.67 0.42
H -4.55 -2.18 -1.53
H 2.42 6.02 2.12
H 0.93 4.34 4.20
H 1.74 1.75 1.00
H -2.27 -1.89 -2.17
H 1.52 -1.07 0.67

Verdict on stability: #Q comes out at the bottom.